(1)
Computed, not measured: an isolated ion of composition C16H27ClN2O7P and charge +1 at a distorted geometry, with ωB97M-V/def2-TZVPD.

Calculated values
total charge: +1
HOMO energy: -12.8 eV
SMILES string: CCOc1c(CCCCl)n[n+](CP(=O)(O)O)c(O)c1CCCCOC(C)=O
spin multiplicity: 1

Each line ends with the Mulliken charge.
Element x y z (Å)
C -3.40 2.31 -1.41  -0.952
C -2.61 1.73 -0.06  0.061
O -2.99 0.29 0.10  -0.392
C -1.77 -0.53 0.14  0.183
C -1.10 -1.38 -1.07  -0.038
C -1.92 -1.24 -2.53  -0.038
C -0.82 -1.28 -3.76  -0.583
C -1.23 -0.30 -5.03  -0.502
Cl -3.00 -0.56 -5.60  -0.189
N 0.09 -2.25 -1.15  -0.749
N 0.84 -2.39 -0.02  0.912
C 2.11 -3.26 -0.12  -0.618
P 1.79 -5.11 0.19  0.983
O 0.43 -5.25 0.97  -0.622
O 1.62 -6.04 -1.30  -0.502
O 3.18 -5.76 1.04  -0.534
C 0.45 -1.66 1.22  0.053
O 1.38 -1.85 2.38  -0.471
C -0.83 -0.70 1.52  0.334
C -1.19 0.05 2.94  -0.587
C -0.01 1.09 3.46  -0.686
C -0.04 2.56 2.69  0.556
C 1.46 3.25 2.93  -0.550
O 1.64 4.49 2.11  -0.314
C 2.69 4.16 1.13  0.554
C 2.20 3.98 -0.45  -0.501
O 3.98 4.04 1.52  -0.515
H -3.46 3.49 -1.25  0.370
H -2.75 2.09 -2.38  0.173
H -4.48 1.86 -1.48  0.281
H -2.88 2.35 0.89  0.318
H -1.44 1.74 -0.27  0.053
H -2.71 -2.11 -2.63  0.305
H -2.49 -0.22 -2.55  0.093
H -0.72 -2.39 -4.13  0.274
H 0.27 -0.94 -3.43  0.295
H -0.44 -0.53 -5.88  0.369
H -1.02 0.83 -4.69  0.283
H 3.01 -2.80 0.51  0.341
H 2.45 -3.16 -1.26  0.360
H 2.46 -6.57 -1.42  0.348
H 2.82 -6.15 1.89  0.366
H 2.09 -1.14 2.37  0.341
H -1.30 -0.77 3.78  0.395
H -2.18 0.68 2.90  0.225
H -0.24 1.33 4.60  0.387
H 1.06 0.62 3.40  0.276
H -0.30 2.46 1.53  -0.568
H -0.85 3.21 3.25  0.287
H 1.56 3.46 4.09  0.276
H 2.26 2.43 2.66  0.298
H 1.13 3.48 -0.45  0.009
H 2.16 5.07 -0.89  0.282
H 3.01 3.29 -1.00  0.272

***

(2)
Computed, not measured: a 5-piece molecular cluster, C31H41FSSi overall, with ωB97M-V/def2-TZVPD.

Calculated values
HOMO energy: -9.2 eV
SMILES string: C[Si@@H](CCCF)CCCS.c1ccccc1.c1ccccc1.c1ccccc1.c1ccccc1
spin multiplicity: 1

Each line ends with the Mulliken charge.
Element x y z (Å)
C -2.72 1.83 -2.49  -1.078
Si -0.94 1.19 -2.45  0.110
C -0.34 1.39 -0.67  -0.284
C 0.53 0.25 -0.07  0.381
C 1.93 0.69 0.24  -0.533
F 2.73 0.71 -0.91  -0.339
C -1.00 -0.59 -3.07  -0.752
C 0.35 -1.25 -3.37  0.035
C 0.41 -2.76 -3.15  -0.985
S -0.20 -3.38 -1.56  -0.240
H -3.26 1.28 -1.72  0.269
H -3.22 1.61 -3.43  0.356
H -2.79 2.88 -2.23  0.335
H -0.17 2.06 -3.38  -0.199
H -1.21 1.54 -0.04  -0.221
H 0.22 2.32 -0.61  0.526
H 0.52 -0.65 -0.66  -0.324
H 0.11 -0.02 0.89  0.230
H 2.39 0.02 0.96  0.235
H 1.90 1.70 0.65  0.375
H -1.62 -1.15 -2.38  0.195
H -1.57 -0.55 -4.00  0.500
H 0.55 -1.09 -4.42  0.159
H 1.16 -0.77 -2.83  0.266
H -0.05 -3.32 -3.95  0.396
H 1.46 -3.05 -3.15  0.414
H -1.51 -3.18 -1.70  0.108
C -3.35 0.82 1.57  -0.211
C -4.71 0.58 1.71  -0.763
C -5.45 1.29 2.64  -0.344
C -4.83 2.26 3.43  -0.423
C -3.47 2.50 3.28  -0.658
C -2.73 1.78 2.35  -0.227
H -2.78 0.26 0.84  0.609
H -5.20 -0.17 1.10  0.378
H -6.51 1.10 2.76  0.370
H -5.40 2.82 4.16  0.385
H -2.98 3.25 3.89  0.509
H -1.67 1.97 2.24  0.437
C 3.60 -2.76 4.80  -0.406
C 2.21 -2.75 4.69  -0.528
C 1.61 -2.75 3.44  -0.384
C 2.39 -2.75 2.30  -0.389
C 3.77 -2.77 2.40  -0.558
C 4.38 -2.78 3.65  -0.348
H 4.07 -2.75 5.77  0.386
H 1.60 -2.73 5.58  0.503
H 0.53 -2.73 3.37  0.396
H 1.91 -2.74 1.32  0.586
H 4.38 -2.77 1.50  0.384
H 5.45 -2.78 3.73  0.375
C 2.63 -0.24 -9.17  -0.380
C 1.32 -0.38 -9.61  -0.334
C 0.26 -0.14 -8.75  -0.494
C 0.51 0.24 -7.44  -0.247
C 1.82 0.38 -6.99  -0.343
C 2.88 0.14 -7.85  -0.439
H 3.46 -0.43 -9.84  0.357
H 1.13 -0.68 -10.64  0.357
H -0.75 -0.26 -9.10  0.361
H -0.32 0.43 -6.77  0.375
H 2.01 0.69 -5.97  0.435
H 3.90 0.25 -7.50  0.365
C 0.82 0.44 5.75  -0.168
C 1.38 1.19 6.77  -0.621
C 0.62 2.16 7.42  -0.268
C -0.70 2.38 7.03  -0.664
C -1.25 1.63 6.00  -0.260
C -0.50 0.66 5.37  -0.631
H 1.40 -0.31 5.24  0.434
H 2.40 1.02 7.07  0.387
H 1.05 2.75 8.21  0.365
H -1.29 3.14 7.52  0.367
H -2.28 1.79 5.69  0.562
H -0.93 0.08 4.56  0.467

***

(3)
Computed, not measured: C2H12CdO6 as an isolated structure at a distorted geometry, with ωB97M-V/def2-TZVPD.

Calculated values
total charge: +1
HOMO energy (spin up / spin down): -13.0 / -11.5 eV
expectation value of S²: 0.760
ΔE to the lowest compared entry with this formula, charge and spin: 0.000 eV
spin multiplicity: 2

Each line ends with the Mulliken charge.
Element x y z (Å)
Cd -0.06 0.46 -0.04  0.987
O 1.53 -0.90 0.20  -0.702
C 0.95 -2.05 0.75  -0.322
C -0.63 -2.16 0.98  -0.309
O -1.30 -0.87 1.11  -0.533
H 1.42 -2.15 1.74  0.332
H 1.39 -2.96 0.32  0.381
H -0.78 -2.80 1.84  0.385
H -1.00 -2.67 0.08  0.275
O -1.61 1.77 -0.35  -0.450
H -2.36 1.41 -0.83  0.316
H -1.94 2.57 0.06  0.272
O -0.68 -0.40 -1.96  -0.436
H -0.73 0.14 -2.75  0.291
H -0.77 -1.30 -2.28  0.265
O 0.56 1.74 1.57  -0.486
H 0.66 2.67 1.76  0.275
H 1.31 1.33 1.99  0.324
O 1.11 1.80 -1.22  -0.422
H 1.96 1.65 -1.62  0.280
H 0.95 2.74 -1.34  0.277

***

(4)
Computed, not measured: C26H43F5HoP2 as an isolated structure at a distorted geometry, with ωB97M-V/def2-TZVPD.

Calculated values
total charge: +1
HOMO energy (spin up / spin down): -10.7 / -10.7 eV
expectation value of S²: 6.005
spin multiplicity: 5

Each line ends with the Mulliken charge.
Element x y z (Å)
Ho -0.26 -0.02 1.72  0.380
C -0.67 -2.20 2.99  0.187
C 0.68 -2.23 2.50  0.669
C 0.57 -0.73 4.28  0.627
C -0.73 -1.27 4.09  0.827
C 1.44 -1.32 3.31  0.715
C -1.80 -3.07 2.57  -1.564
H -1.61 -3.52 1.59  0.311
H -2.73 -2.48 2.49  0.394
H -1.98 -3.88 3.29  0.312
C -1.82 -1.19 5.08  -1.495
H -2.75 -1.61 4.68  0.428
H -2.01 -0.14 5.32  0.272
H -1.58 -1.70 6.03  0.289
C 0.98 0.08 5.44  -1.744
H 0.90 -0.50 6.38  0.319
H 0.34 0.97 5.55  0.268
H 2.02 0.42 5.35  0.437
C 2.92 -1.18 3.32  -1.531
H 3.37 -1.80 4.12  0.368
H 3.22 -0.14 3.50  0.328
H 3.36 -1.51 2.37  0.300
C 1.24 -3.18 1.51  -1.476
H 1.62 -4.12 1.96  0.258
H 2.07 -2.72 0.97  0.338
H 0.47 -3.46 0.78  0.325
C -1.80 0.70 -4.32  0.157
C -1.75 -0.64 -4.47  -0.961
C -0.92 -1.36 -5.50  -0.833
C 0.45 -0.70 -5.80  -1.007
C 1.17 -0.18 -4.59  -0.267
C 1.14 1.08 -4.16  -0.510
C 0.25 2.17 -4.70  -0.617
C -1.12 1.66 -5.23  -1.228
H -1.51 -1.40 -6.43  0.352
H 0.34 0.08 -6.57  0.332
H -0.74 -2.40 -5.20  0.345
H -1.00 1.24 -6.24  0.329
H -2.55 1.15 -3.66  0.516
H -2.53 -1.26 -4.00  0.943
H -1.77 2.54 -5.35  0.461
H 0.05 2.94 -3.94  0.292
H 1.92 1.43 -3.46  0.777
H 0.80 2.67 -5.51  0.449
H 1.09 -1.47 -6.24  0.433
H 1.88 -0.91 -4.16  0.412
P -1.13 -0.13 -0.82  0.759
P 1.90 1.26 0.56  1.090
C -0.09 1.17 -1.63  -0.008
C 0.96 2.02 -0.86  -1.108
H -0.79 1.83 -2.16  0.737
H 0.42 0.58 -2.41  -0.909
H 1.73 2.37 -1.55  0.630
H 0.47 2.92 -0.46  0.327
C 2.64 2.62 1.48  -1.354
H 3.36 2.23 2.21  0.383
H 1.88 3.16 2.04  0.306
H 3.16 3.31 0.81  0.448
C 3.30 0.36 -0.19  -1.379
H 3.81 1.00 -0.92  0.470
H 2.93 -0.55 -0.68  0.312
H 4.01 0.05 0.60  0.429
C -2.82 0.47 -0.71  -1.297
H -3.41 -0.27 -0.14  0.437
H -3.23 0.59 -1.72  0.304
H -2.87 1.42 -0.15  0.397
C -1.02 -1.74 -1.66  -0.615
H -0.03 -2.20 -1.53  0.275
H -1.23 -1.64 -2.73  -0.375
H -1.77 -2.42 -1.20  0.524
F -1.17 2.93 1.53  -0.304
C -1.00 2.17 2.70  -0.090
F -0.09 2.89 3.47  -0.290
C -2.33 2.19 3.44  0.741
F -2.96 3.38 3.33  -0.262
F -3.19 1.23 2.95  -0.252
F -2.12 1.97 4.77  -0.244

***

(5)
Computed, not measured: a 2-piece molecular cluster, C11H11N2O overall at a distorted geometry, with ωB97M-V/def2-TZVPD.

Calculated values
total charge: +1
HOMO energy: -12.3 eV
ΔE to the lowest compared entry with this formula, charge and spin: 3.959 eV
spin multiplicity: 1

Each line ends with the Mulliken charge.
Element x y z (Å)
C 0.03 -4.40 -0.58  -0.167
C 0.50 -4.28 -1.92  -0.731
C -0.09 -3.36 0.28  -0.900
C 0.84 -3.01 -2.37  -0.713
C 0.14 -2.07 -0.18  0.078
C 1.55 1.47 0.55  -0.654
C 0.69 -1.90 -1.46  0.359
C 0.53 0.90 -0.20  -0.169
C -0.26 2.79 0.65  0.461
C 0.93 -0.69 -2.00  0.891
C -1.19 3.90 0.89  -1.259
N 0.96 2.61 1.17  -0.052
N -0.51 1.73 -0.19  0.002
O 1.14 0.01 -2.89  -0.277
H -0.31 -5.29 -0.09  0.371
H 0.59 -4.96 -2.68  0.451
H -0.53 -3.62 1.15  0.473
H 1.14 -2.71 -3.28  0.565
H -0.06 -1.32 0.52  0.440
H 2.58 1.13 0.74  0.407
H -2.23 3.73 1.02  0.366
H -0.78 4.64 1.67  0.280
H -1.40 4.59 0.08  0.344
H 1.28 3.40 1.69  0.221
H -1.42 1.68 -0.54  0.215

***

(6)
Computed, not measured: an isolated ion of composition C3H7N and charge +1 at a distorted geometry, with ωB97M-V/def2-TZVPD.

Calculated values
total charge: +1
HOMO energy (spin up / spin down): -16.3 / -16.7 eV
expectation value of S²: 0.756
ΔE to the lowest compared entry with this formula, charge and spin: 3.351 eV
spin multiplicity: 2

Each line ends with the Mulliken charge.
Element x y z (Å)
C -1.10 -0.77 -0.19  -1.103
C -0.58 0.37 0.60  0.106
C 0.77 0.78 0.46  -0.148
N 1.78 0.24 -0.36  -0.399
H -2.05 -0.58 -0.70  0.343
H -0.40 -0.93 -1.01  0.348
H -1.19 -1.71 0.35  0.362
H 1.12 1.56 1.14  0.377
H 1.20 -0.53 0.00  0.359
H 1.70 0.48 -1.35  0.351
H -1.24 1.10 1.05  0.405

***

(7)
Computed, not measured: a 2-piece molecular cluster, C5H11NO overall at a distorted geometry, with ωB97M-V/def2-TZVPD.

Calculated values
total charge: +1
HOMO energy (spin up / spin down): -13.4 / -14.5 eV
expectation value of S²: 0.807
ΔE to the lowest compared entry with this formula, charge and spin: 1.929 eV
spin multiplicity: 2

Each line ends with the Mulliken charge.
Element x y z (Å)
C 0.16 -1.56 -0.23  -1.227
N -1.44 0.63 0.25  -0.400
C -0.25 0.58 0.89  -0.143
C 0.52 -0.53 0.77  0.926
C 1.92 -0.37 1.30  -0.193
C 2.36 0.80 1.93  -0.712
H -0.08 -2.49 0.36  0.335
H 1.03 -1.83 -0.85  0.338
H -0.70 -1.43 -0.80  0.282
H -1.72 -0.19 -0.31  0.233
H -1.67 1.45 -0.39  0.312
H 0.10 1.56 1.23  0.263
H 2.56 -1.32 1.21  0.348
H 2.04 1.79 1.64  0.339
H 2.96 0.72 2.79  0.290
H -3.00 1.24 -3.71  0.321
H -2.17 0.07 -3.18  0.307
O -2.62 0.87 -2.92  -0.618

***

(8)
Computed, not measured: a 2-piece molecular cluster, C11H15FIO10P overall at a distorted geometry, with ωB97M-V/def2-TZVPD.

Calculated values
HOMO energy: -9.2 eV
SMILES string: O=C(O)C[C@H]1OC(=O)O[C@@]1(CCCO)P(O)I.O=C1OC[C@@H](F)O1
spin multiplicity: 1

Each line ends with the Mulliken charge.
Element x y z (Å)
O 0.35 1.87 -0.84  -0.527
C 0.84 1.09 -0.01  0.485
O 1.78 1.52 1.00  -0.470
C 0.47 -0.49 0.04  -0.922
C -0.81 -0.86 -0.85  0.362
O -0.58 -0.71 -2.30  -0.340
C -1.23 -1.87 -2.82  0.474
O -2.05 -1.99 -3.74  -0.500
O -0.76 -2.94 -1.99  -0.424
C -1.06 -2.44 -0.65  0.722
C -2.54 -2.98 -0.32  -0.818
C -3.39 -2.07 0.70  -0.270
C -4.46 -1.17 -0.13  -0.603
O -4.91 -0.11 0.75  -0.548
P 0.12 -3.47 0.42  -0.103
O -0.07 -5.14 -0.01  -0.434
I -0.54 -3.35 2.82  -0.090
H 2.20 0.69 1.34  0.342
H 1.43 -1.03 -0.29  0.490
H 0.25 -0.71 1.16  0.362
H -1.70 -0.16 -0.69  0.279
H -3.16 -3.09 -1.27  0.274
H -2.40 -4.00 0.21  0.323
H -2.76 -1.45 1.43  0.268
H -4.02 -2.80 1.33  0.374
H -5.40 -1.80 -0.38  0.344
H -4.05 -0.79 -1.12  0.266
H -5.68 -0.41 1.28  0.331
H 0.43 -5.63 0.68  0.359
C 3.82 4.15 -0.23  -0.132
C 3.77 5.29 0.74  0.276
O 4.90 5.07 1.56  -0.307
C 5.80 4.42 0.76  0.626
O 6.97 4.31 1.02  -0.513
O 5.22 3.93 -0.36  -0.318
F 2.66 5.22 1.51  -0.267
H 3.35 3.25 0.16  0.066
H 3.37 4.40 -1.19  0.302
H 3.84 6.28 0.28  0.262

***

| no. | M (g/mol) |
| --- | --- |
| 1 | 425.8 |
| 2 | 492.8 |
| 3 | 244.5 |
| 4 | 677.5 |
| 5 | 187.2 |
| 6 | 57.1 |
| 7 | 101.1 |
| 8 | 484.1 |